9 unconnected molecules or ions with the total composition C36H52F12O22 in a non-equilibrium geometry. Source: the OMol25 dataset; level of theory: the ωB97M-V functional and the def2-TZVPD basis.

Output
Kohn-Sham gap ... 0.377 Eh
SMILES string ... CCOC(=O)C(F)(F)F.CCOC(=O)C(F)(F)F.CCOC(=O)C(F)(F)F.CCOC(=O)C(F)(F)F.C[C@H]1COC(=O)O1.C[C@H]1COC(=O)O1.C[C@H]1COC(=O)O1.C[C@H]1COC(=O)O1.CCOC(C)=O

XYZ file:
```
122
C36H52F12O22 | the OMol25 dataset | the ωB97M-V functional and the def2-TZVPD basis
O 2.73 -1.47 0.49
C 2.63 -1.20 -0.70
O 1.53 -0.82 -1.31
C 0.44 -0.40 -0.56
C -0.89 -1.20 -0.80
C 3.82 -1.13 -1.59
H 0.26 0.64 -0.80
H 0.74 -0.43 0.49
H -1.65 -0.59 -0.33
H -0.94 -2.13 -0.19
H -1.08 -1.32 -1.88
H 3.59 -1.34 -2.58
H 4.58 -1.76 -1.14
H 4.32 -0.14 -1.44
C -6.04 -3.44 2.00
C -4.96 -2.53 2.44
O -5.28 -1.15 2.26
C -4.43 -0.26 1.87
O -3.25 -0.50 1.73
C -5.07 1.10 1.40
F -5.71 1.68 2.40
F -4.06 1.87 1.02
F -5.85 0.84 0.30
H -6.08 -3.34 0.92
H -6.95 -3.12 2.39
H -6.02 -4.53 2.31
H -4.02 -2.69 1.91
H -4.60 -2.66 3.47
C -2.75 -1.22 8.42
C -1.99 -0.33 7.41
O -1.37 -1.27 6.48
C -0.74 -0.71 5.47
O -0.56 0.47 5.29
C -0.11 -1.74 4.48
F 0.27 -1.11 3.42
F 0.85 -2.47 5.04
F -1.16 -2.54 4.09
H -3.32 -0.60 9.12
H -2.01 -1.87 8.90
H -3.45 -1.86 7.90
H -1.19 0.23 7.90
H -2.59 0.34 6.77
C 6.79 0.92 -2.88
C 7.07 1.09 -1.37
O 5.84 1.29 -0.69
C 5.43 2.61 -0.57
O 5.96 3.58 -0.96
C 4.10 2.72 0.21
F 3.83 4.03 0.36
F 3.11 2.18 -0.53
F 4.12 2.02 1.33
H 7.70 0.57 -3.46
H 6.39 1.81 -3.35
H 6.12 0.03 -2.95
H 7.73 1.83 -1.11
H 7.43 0.13 -0.96
C 3.39 -4.87 4.24
C 2.85 -4.21 3.01
O 3.30 -2.85 2.95
C 4.35 -2.60 2.22
O 4.83 -3.27 1.38
C 5.03 -1.20 2.68
F 5.93 -0.83 1.84
F 4.03 -0.27 2.74
F 5.51 -1.36 3.98
H 3.13 -4.41 5.16
H 4.50 -4.87 4.23
H 3.01 -5.89 4.29
H 1.78 -4.08 2.99
H 3.12 -4.73 2.02
C 2.11 3.32 -3.93
C 1.36 2.16 -3.32
C -0.08 2.10 -3.79
O -0.26 0.68 -3.74
C 0.94 0.10 -4.02
O 1.04 -1.06 -4.29
O 1.91 0.98 -3.90
H 2.01 3.31 -5.02
H 3.13 3.07 -3.79
H 1.97 4.26 -3.44
H 1.34 2.07 -2.24
H -0.28 2.55 -4.74
H -0.81 2.54 -3.05
C 0.52 3.14 3.83
C 0.39 2.08 2.75
C -1.03 1.59 2.55
O -1.41 2.09 1.27
C -0.42 2.71 0.74
O -0.47 3.25 -0.36
O 0.70 2.63 1.46
H 1.53 3.60 3.89
H 0.09 2.69 4.75
H -0.16 3.98 3.51
H 1.06 1.21 2.90
H -1.79 2.01 3.18
H -1.16 0.51 2.63
C -3.23 1.03 -2.10
C -3.94 1.96 -3.03
C -4.34 3.30 -2.35
O -4.05 4.33 -3.27
C -3.25 3.80 -4.21
O -2.78 4.46 -5.10
O -3.06 2.50 -4.07
H -3.88 0.35 -1.57
H -2.69 1.56 -1.34
H -2.55 0.42 -2.66
H -4.77 1.43 -3.47
H -3.82 3.48 -1.39
H -5.39 3.20 -2.17
C -2.72 -0.26 -5.94
C -1.67 -1.34 -6.33
C -1.44 -2.35 -5.28
O -2.36 -3.40 -5.62
C -2.81 -3.23 -6.89
O -3.64 -3.93 -7.41
O -2.21 -2.17 -7.42
H -3.03 0.27 -6.81
H -2.16 0.47 -5.35
H -3.59 -0.56 -5.33
H -0.74 -0.87 -6.71
H -1.72 -1.96 -4.28
H -0.42 -2.71 -5.27
```

A molecular structure, C35H31Br6KO3P. Source: the OMol25 dataset; level of theory: the ωB97M-V functional and the def2-TZVPD basis.

Output
Charge ... -1
Kohn-Sham gap ... 0.181 Eh
Energy relative to the best compared isomer or geometry (same formula, charge and spin) ... 29.2 kJ/mol

XYZ file:
```
77
C35H31Br6KO3P | the OMol25 dataset | the ωB97M-V functional and the def2-TZVPD basis
K 0.46 0.66 1.23
C 3.86 0.25 -0.77
C 4.02 -1.18 -0.25
C 3.86 -2.18 -1.39
C 3.12 -1.46 0.94
C 2.04 -2.34 0.88
C 1.25 -2.58 2.00
C 1.50 -1.95 3.21
C 0.68 -2.26 4.43
C 2.55 -1.03 3.26
C 3.34 -0.80 2.14
H 4.60 0.45 -1.55
H 3.98 1.00 0.01
H 2.87 0.42 -1.20
H 5.05 -1.27 0.13
H 2.88 -2.08 -1.86
H 3.96 -3.22 -1.04
H 4.62 -2.00 -2.15
H 1.81 -2.86 -0.04
H 0.41 -3.26 1.92
H 1.06 -3.16 4.93
H -0.36 -2.45 4.17
H 0.71 -1.44 5.15
H 2.74 -0.48 4.17
H 4.14 -0.07 2.21
Br 5.43 6.04 0.05
C 4.04 5.02 0.85
C 3.76 5.15 2.19
Br 4.74 6.35 3.29
C 2.72 4.37 2.75
Br 2.28 4.52 4.60
C 1.95 3.46 2.03
O 1.01 2.76 2.55
C 2.26 3.32 0.59
O 1.58 2.49 -0.12
C 3.29 4.11 0.08
Br 3.60 3.92 -1.79
Br -1.57 0.49 4.20
C -1.70 2.29 3.50
Br -2.68 2.31 1.83
H -0.69 2.66 3.29
H -2.26 2.87 4.21
O -1.29 -1.16 0.28
P -2.08 -0.93 -0.96
C -1.43 -1.92 -2.33
C -1.56 -1.54 -3.66
C -1.03 -2.33 -4.67
C -0.36 -3.50 -4.34
C -0.21 -3.88 -3.02
C -0.75 -3.09 -2.01
C -3.81 -1.40 -0.74
C -4.36 -1.22 0.52
C -5.69 -1.53 0.75
C -6.48 -2.02 -0.28
C -5.93 -2.22 -1.54
C -4.60 -1.91 -1.77
C -2.08 0.77 -1.52
C -0.84 1.39 -1.67
C -0.75 2.75 -1.93
C -1.92 3.49 -2.09
C -3.16 2.87 -1.97
C -3.25 1.52 -1.68
H -2.05 -0.61 -3.91
H -1.12 -2.03 -5.70
H 0.07 -4.12 -5.13
H 0.32 -4.79 -2.77
H -0.62 -3.37 -0.97
H -3.73 -0.83 1.32
H -6.11 -1.38 1.74
H -7.52 -2.27 -0.09
H -6.54 -2.61 -2.34
H -4.17 -2.07 -2.76
H 0.08 0.83 -1.55
H 0.23 3.20 -1.96
H -1.86 4.55 -2.28
H -4.07 3.46 -2.08
H -4.22 1.06 -1.55
```

C5H8O2 in the gas phase. Source: the OMol25 dataset; level of theory: the ωB97M-V functional and the def2-TZVPD basis.

Output
Kohn-Sham gap ... 0.334 Eh
Energy relative to the best compared isomer or geometry (same formula, charge and spin) ... 242.7 kJ/mol

XYZ file:
```
15
C5H8O2 | the OMol25 dataset | the ωB97M-V functional and the def2-TZVPD basis
C -0.69 1.36 -0.19
C -0.22 0.10 0.49
C -1.26 -0.92 0.82
C 1.27 -0.82 -1.00
C 1.86 0.19 -0.25
O 2.58 1.13 -0.31
O 0.89 0.08 1.14
H 0.15 2.00 -0.48
H -1.32 1.14 -1.05
H -1.30 1.92 0.54
H -0.80 -1.84 1.21
H -1.92 -0.52 1.60
H -1.88 -1.15 -0.05
H 0.96 -1.72 -0.48
H 1.67 -0.97 -2.00
```

C4H6O2 in the gas phase. Source: the OMol25 dataset; level of theory: the ωB97M-V functional and the def2-TZVPD basis.

Output
Kohn-Sham gap ... 0.385 Eh
Energy relative to the best compared isomer or geometry (same formula, charge and spin) ... 75.0 kJ/mol
SMILES string ... CC(=O)CC=O

XYZ file:
```
12
C4H6O2 | the OMol25 dataset | the ωB97M-V functional and the def2-TZVPD basis
C 1.44 0.24 -0.73
C 0.38 0.72 0.22
O 0.15 1.89 0.46
C -0.49 -0.37 0.82
C -1.64 -0.47 -0.16
O -1.64 -1.27 -1.07
H 0.97 -0.41 -1.48
H 2.17 -0.38 -0.19
H 1.94 1.08 -1.21
H 0.02 -1.34 0.83
H -0.78 -0.06 1.83
H -2.44 0.29 -0.08
```

A molecular structure, C3H3FO3Rb in a non-equilibrium geometry. Source: the OMol25 dataset; level of theory: the ωB97M-V functional and the def2-TZVPD basis.

Output
Charge ... +2
Kohn-Sham gap (spin up / spin down) ... 0.475 / 0.234 Eh
2S+1 ... 2
⟨S²⟩ ... 0.754
Energy relative to the best compared isomer or geometry (same formula, charge and spin) ... 0.0 kJ/mol

XYZ file:
```
11
C3H3FO3Rb | the OMol25 dataset | the ωB97M-V functional and the def2-TZVPD basis
Rb 3.14 -2.24 -2.99
C -0.03 0.47 1.21
C -1.10 0.81 0.24
O -0.84 -0.17 -0.81
C 0.25 -0.89 -0.59
O 0.68 -1.74 -1.42
O 0.81 -0.45 0.48
F -0.94 2.01 -0.22
H -0.49 0.10 2.12
H 0.63 1.33 1.35
H -2.12 0.78 0.61
```

C4H7NO3 in the gas phase in a non-equilibrium geometry. Source: the OMol25 dataset; level of theory: the ωB97M-V functional and the def2-TZVPD basis.

Output
Kohn-Sham gap ... 0.384 Eh
Energy relative to the best compared isomer or geometry (same formula, charge and spin) ... 167.0 kJ/mol
SMILES string ... CNC(=O)OC(C)=O

XYZ file:
```
15
C4H7NO3 | the OMol25 dataset | the ωB97M-V functional and the def2-TZVPD basis
C 1.68 -0.09 1.43
C -1.20 0.80 -1.86
C -0.37 -1.28 0.68
N 0.77 -0.47 0.37
C -1.06 0.58 -0.39
O -1.35 -0.89 -0.12
O -0.45 -2.07 1.59
O -1.19 1.42 0.47
H 1.17 -0.58 -0.55
H 2.29 0.75 1.10
H 2.33 -0.94 1.66
H 1.11 0.19 2.32
H -2.05 1.46 -2.04
H -0.27 1.24 -2.25
H -1.39 -0.12 -2.42
```

C10H11FN2 in the gas phase in a non-equilibrium geometry. Source: the OMol25 dataset; level of theory: the ωB97M-V functional and the def2-TZVPD basis.

Output
Kohn-Sham gap ... 0.288 Eh
Energy relative to the best compared isomer or geometry (same formula, charge and spin) ... 436.3 kJ/mol
SMILES string ... CNC=C=N[C@H]1C=CC=C/C1=C\F

XYZ file:
```
24
C10H11FN2 | the OMol25 dataset | the ωB97M-V functional and the def2-TZVPD basis
C 0.35 1.44 0.44
C -3.31 0.08 -0.83
C -3.01 0.62 0.36
C -2.40 -0.91 -1.44
C -1.69 0.30 0.97
C -1.34 -1.43 -0.79
C -1.03 -0.99 0.56
C 3.73 0.20 -0.35
C 1.61 0.97 0.49
C 0.16 -1.18 1.13
N -0.88 1.51 0.63
N 2.41 0.86 -0.56
F 1.06 -2.13 0.69
H -4.08 0.44 -1.59
H -3.58 1.54 0.67
H -2.53 -0.92 -2.45
H -1.68 0.41 2.02
H -0.49 -1.90 -1.36
H 3.83 -0.62 -1.01
H 4.60 1.00 -0.41
H 3.62 -0.15 0.71
H 2.22 1.05 1.44
H 0.41 -0.85 2.20
H 2.05 0.67 -1.55
```

C4H5N3O in the gas phase in a non-equilibrium geometry. Source: the OMol25 dataset; level of theory: the ωB97M-V functional and the def2-TZVPD basis.

Output
Kohn-Sham gap ... 0.362 Eh
Energy relative to the best compared isomer or geometry (same formula, charge and spin) ... 368.7 kJ/mol
SMILES string ... C=N/N=C(/C#N)OC

XYZ file:
```
13
C4H5N3O | the OMol25 dataset | the ωB97M-V functional and the def2-TZVPD basis
C 1.45 -1.66 -0.35
C 0.00 0.05 0.54
C -0.74 0.90 -2.62
C -0.48 0.48 1.87
H 2.09 -1.02 -0.96
H 2.08 -2.43 0.13
H 0.72 -2.13 -1.01
H -0.47 0.83 -3.66
H -1.43 1.64 -2.26
N -0.54 0.65 -0.42
N -0.15 0.27 -1.67
N -0.83 0.83 2.91
O 0.78 -0.96 0.68
```

10 unconnected molecules or ions with the total composition C50H62F36N12O25S12 in a non-equilibrium geometry. Source: the OMol25 dataset; level of theory: the ωB97M-V functional and the def2-TZVPD basis.

Output
Kohn-Sham gap ... 0.106 Eh

XYZ file:
```
197
C50H62F36N12O25S12 | the OMol25 dataset | the ωB97M-V functional and the def2-TZVPD basis
C 4.02 9.39 0.32
C 3.95 8.92 1.77
C 3.58 7.45 1.92
N 3.23 6.91 3.36
C 2.00 7.59 4.03
C 0.78 7.08 3.27
C 0.61 5.59 3.13
C 1.75 4.87 2.70
C 3.07 5.34 3.38
C 4.38 7.24 4.37
H 4.26 8.54 -0.32
H 4.76 10.19 0.19
H 3.10 9.84 -0.05
H 3.25 9.59 2.27
H 4.90 9.16 2.25
H 4.46 6.89 1.62
H 2.78 7.15 1.24
H 2.01 8.65 3.80
H 1.81 7.37 5.08
H 0.72 7.48 2.26
H -0.11 7.61 3.64
H -0.24 5.45 2.47
H 0.36 5.11 4.08
H 1.85 5.02 1.62
H 1.72 3.78 2.80
H 3.98 5.00 2.88
H 3.03 5.01 4.42
H 5.18 6.50 4.28
H 4.05 7.23 5.40
H 4.82 8.20 4.10
C 0.13 -0.07 -3.49
N -0.03 -0.77 -2.18
C -1.01 -1.66 -2.11
C -1.34 -2.22 -0.89
C -0.66 -1.88 0.25
C 0.40 -0.93 0.09
C 0.67 -0.32 -1.13
C -0.98 -2.51 1.58
C -2.33 -2.86 1.85
C -2.66 -3.47 3.07
N -1.66 -3.52 4.07
C -0.44 -3.00 3.91
C -0.02 -2.57 2.66
C -2.09 -3.89 5.38
H -0.13 -0.81 -4.24
H 1.13 0.36 -3.53
H -0.69 0.65 -3.45
H -1.63 -1.92 -2.95
H -2.11 -2.98 -0.84
H 0.89 -0.54 0.96
H 1.40 0.43 -1.42
H -3.20 -2.83 1.21
H -3.66 -3.67 3.42
H 0.18 -3.17 4.78
H 1.02 -2.29 2.63
H -1.30 -4.31 6.01
H -2.82 -4.69 5.29
H -2.43 -2.97 5.87
C 2.12 9.23 -9.01
N 1.09 8.27 -9.19
C -0.17 8.73 -9.21
C -1.31 7.82 -9.14
C -1.07 6.45 -9.20
C 0.24 6.00 -9.21
C 1.31 6.92 -9.19
C -2.14 5.41 -9.12
C -3.03 5.23 -10.22
C -4.00 4.27 -10.15
N -4.14 3.52 -9.01
C -3.23 3.56 -7.97
C -2.21 4.47 -8.08
C -5.32 2.63 -9.01
H 1.85 10.28 -9.13
H 2.84 9.03 -9.80
H 2.60 9.02 -8.06
H -0.26 9.81 -9.23
H -2.31 8.21 -9.08
H 0.46 4.96 -9.42
H 2.33 6.58 -9.06
H -2.85 5.84 -11.09
H -4.75 4.14 -10.91
H -3.39 2.85 -7.18
H -1.40 4.50 -7.36
H -5.40 2.22 -8.01
H -5.04 1.82 -9.68
H -6.21 3.22 -9.26
C -1.30 -11.26 7.92
N -2.30 -11.24 9.15
C -1.53 -10.71 10.33
C -3.49 -10.32 8.88
C -2.79 -12.61 9.53
C -1.73 -13.59 9.95
O -2.17 -14.89 10.05
H -0.41 -11.79 8.24
H -1.01 -10.25 7.62
H -1.64 -11.72 6.99
H -2.21 -10.56 11.17
H -1.03 -9.76 10.15
H -0.68 -11.33 10.63
H -3.99 -10.40 9.84
H -4.13 -10.48 8.01
H -3.13 -9.29 8.79
H -3.35 -12.89 8.64
H -3.44 -12.40 10.39
H -1.26 -13.31 10.89
H -0.94 -13.54 9.20
H -1.55 -15.51 9.65
C 4.47 1.55 -10.32
F 5.37 1.57 -11.32
F 4.89 2.34 -9.26
F 3.30 1.92 -10.70
S 4.23 -0.26 -9.63
O 3.49 -0.14 -8.38
O 3.54 -1.03 -10.63
N 5.91 -0.67 -9.38
S 5.86 -2.22 -9.29
O 5.13 -2.83 -8.19
O 5.69 -2.83 -10.55
C 7.66 -2.67 -8.81
F 7.80 -3.97 -8.96
F 8.49 -2.00 -9.68
F 8.00 -2.19 -7.55
C -2.16 -0.93 -9.35
F -3.24 -0.25 -9.85
F -1.53 -1.59 -10.24
F -1.26 -0.13 -8.79
S -2.72 -2.26 -7.98
O -3.47 -3.27 -8.74
O -1.54 -2.68 -7.23
N -3.68 -1.32 -6.80
S -4.64 -2.33 -6.35
O -5.71 -2.46 -7.27
O -4.05 -3.56 -5.75
C -5.44 -1.50 -4.84
F -4.57 -0.91 -4.00
F -6.21 -0.49 -5.16
F -6.15 -2.37 -4.18
C 4.65 -3.30 -2.72
F 5.80 -3.27 -3.29
F 3.89 -2.27 -3.20
F 4.00 -4.35 -3.05
S 4.94 -3.14 -0.74
O 3.59 -3.36 -0.16
O 5.99 -4.08 -0.32
N 5.60 -1.61 -0.49
S 5.85 -1.56 1.05
O 4.93 -2.32 1.92
O 7.28 -1.74 1.40
C 5.47 0.32 1.41
F 4.24 0.67 0.93
F 5.63 0.45 2.73
F 6.32 1.09 0.75
C 0.77 0.43 7.43
F 0.84 1.76 7.67
F -0.06 0.28 6.39
F 1.94 0.03 7.06
S 0.12 -0.62 9.03
O 0.48 0.19 10.14
O -1.33 -0.76 8.69
N 0.84 -2.09 8.94
S 0.96 -2.61 10.34
O 2.26 -2.15 10.99
O -0.23 -2.42 11.22
C 1.15 -4.55 10.06
F 2.03 -4.92 9.10
F 1.58 -5.16 11.18
F -0.10 -5.01 9.79
C -1.39 4.18 -2.10
F -1.90 3.50 -3.10
F -2.22 5.04 -1.53
F -0.89 3.38 -1.08
S 0.02 5.34 -2.71
O -0.45 5.97 -3.90
O 0.17 6.12 -1.52
N 1.24 4.16 -3.00
S 2.16 4.79 -4.04
O 2.12 4.36 -5.45
O 2.39 6.22 -3.93
C 3.86 4.13 -3.37
F 3.79 2.80 -3.42
F 4.88 4.58 -4.10
F 4.14 4.36 -2.07
C -6.41 -3.56 9.58
F -7.20 -3.95 10.57
F -6.59 -2.23 9.47
F -5.17 -3.90 9.81
S -6.96 -4.64 8.10
O -6.17 -5.91 8.14
O -8.42 -4.91 8.25
N -6.57 -3.65 6.70
S -7.83 -2.87 6.38
O -8.68 -3.66 5.48
O -8.53 -2.23 7.50
C -6.99 -1.43 5.24
F -7.90 -0.41 5.12
F -5.87 -0.97 5.82
F -6.75 -1.97 3.99
```